63
Properties=species:S:1:pos:R:3:nbo_charge:R:1 method="wB97M-V/def2-TZVPD" total_charge=0 e_tot_ev=-42036.99457 homo_energy_ev=-7.889 orbital_gap_ev=8.08 de_lowest_kj_mol=278.8 fmax_ev_per_a=1.13
C 7.036 -3.148 -2.445 -0.608
C 6.251 -2.389 -3.507 -0.409
C 5.570 -1.152 -2.927 -0.062
O 4.573 -1.590 -2.023 -0.503
C 3.860 -0.671 -1.327 0.306
C 3.992 0.714 -1.462 -0.293
C 3.216 1.556 -0.691 -0.212
C 2.301 1.039 0.216 0.263
O 1.605 1.926 0.977 -0.460
C 0.717 1.524 1.917 0.778
O 0.288 2.353 2.685 -0.596
C 0.389 0.095 1.955 0.093
C 1.122 -0.823 1.262 -0.013
C 2.137 -0.348 0.354 -0.032
C 2.935 -1.184 -0.427 -0.256
C 0.910 -2.302 1.427 -0.439
C -0.288 -2.636 2.315 -0.401
C -0.402 -1.608 3.436 -0.217
N -0.620 -0.306 2.830 -0.460
C -1.876 0.234 2.891 0.706
O -2.704 -0.191 3.670 -0.605
C -2.207 1.354 1.919 -0.333
N -1.492 1.227 0.665 -0.452
C -1.427 2.451 -0.106 -0.238
C -2.810 2.876 -0.637 -0.231
N -3.592 1.691 -0.921 -0.408
C -4.866 1.574 -0.500 0.570
N -5.463 0.382 -0.658 -0.522
C -6.720 0.293 -0.272 0.110
C -7.416 1.360 0.279 -0.375
C -6.703 2.544 0.402 0.111
N -5.448 2.665 0.019 -0.520
C -2.827 0.538 -1.320 -0.242
C -1.912 0.099 -0.157 -0.228
H 6.375 -3.437 -1.631 0.215
H 7.478 -4.046 -2.869 0.211
H 7.832 -2.528 -2.041 0.201
H 5.482 -3.038 -3.929 0.208
H 6.915 -2.072 -4.312 0.206
H 6.307 -0.528 -2.404 0.171
H 5.113 -0.561 -3.733 0.176
H 4.695 1.141 -2.158 0.224
H 3.314 2.626 -0.774 0.229
H 2.855 -2.256 -0.351 0.224
H 0.780 -2.765 0.446 0.226
H 1.823 -2.719 1.864 0.221
H -0.181 -3.639 2.730 0.217
H -1.208 -2.610 1.729 0.206
H -1.250 -1.815 4.088 0.254
H 0.517 -1.575 4.028 0.196
H -3.301 1.358 1.810 0.209
H -1.909 2.292 2.394 0.262
H -0.736 2.273 -0.936 0.196
H -1.007 3.240 0.520 0.230
H -3.357 3.466 0.100 0.241
H -2.697 3.476 -1.548 0.194
H -7.179 -0.678 -0.410 0.193
H -8.441 1.273 0.594 0.225
H -7.147 3.436 0.826 0.194
H -3.520 -0.259 -1.588 0.256
H -2.229 0.810 -2.197 0.191
H -1.016 -0.392 -0.560 0.196
H -2.440 -0.615 0.476 0.206

63
Properties=species:S:1:pos:R:3:nbo_charge:R:1 method="wB97M-V/def2-TZVPD" total_charge=0 e_tot_ev=-42037.75086 homo_energy_ev=-8.561 orbital_gap_ev=8.85 de_lowest_kj_mol=205.9 fmax_ev_per_a=2.28
C -1.462 -1.612 0.287 -0.417
N -2.726 -0.878 0.300 -0.599
C -3.838 -1.099 -0.412 0.671
O -4.784 -0.334 -0.267 -0.637
C -3.949 -2.271 -1.411 -0.120
C -3.720 -1.784 -2.851 -0.420
C -2.353 -1.174 -3.085 -0.060
C -1.216 -2.004 -3.114 -0.194
C 0.060 -1.444 -3.307 -0.302
C 0.198 -0.054 -3.495 0.380
O 1.432 0.470 -3.703 -0.686
C -0.942 0.780 -3.472 -0.315
C -2.215 0.218 -3.259 -0.176
N -5.277 -2.894 -1.330 -0.611
C -5.598 -4.171 -1.531 0.673
C -4.516 -5.182 -1.862 -0.715
O -6.758 -4.542 -1.445 -0.626
H -0.859 -1.299 -0.567 0.210
H -1.633 -2.688 0.245 0.200
H -0.905 -1.389 1.199 0.212
H -2.792 -0.084 0.920 0.413
H -3.188 -3.008 -1.169 0.206
H -4.489 -1.051 -3.100 0.229
H -3.839 -2.623 -3.537 0.218
H -1.320 -3.073 -2.987 0.213
H 0.940 -2.069 -3.334 0.226
H 1.395 1.351 -4.075 0.483
H -0.839 1.845 -3.609 0.211
H -3.090 0.855 -3.225 0.223
H -6.046 -2.283 -1.093 0.430
H -3.836 -5.275 -1.019 0.221
H -3.979 -4.867 -2.752 0.215
H -4.986 -6.147 -2.051 0.250
N 0.237 4.005 5.915 -0.822
C 0.181 2.777 5.321 0.650
O -0.895 2.216 5.403 -0.625
C 1.298 2.202 4.596 -0.268
C 1.113 1.112 3.744 -0.075
C 2.223 0.610 3.084 -0.324
C 3.462 1.207 3.288 0.402
N 4.614 0.805 2.677 -0.581
C 4.627 0.176 1.350 -0.241
C 4.312 1.221 0.313 -0.048
C 3.051 1.279 -0.302 -0.218
C 2.773 2.269 -1.249 -0.186
C 3.753 3.202 -1.598 -0.224
C 5.010 3.151 -0.989 -0.218
C 5.286 2.167 -0.037 -0.167
N 3.653 2.236 4.100 -0.479
C 2.585 2.720 4.751 0.110
H -0.660 4.370 6.222 0.412
H 0.972 4.646 5.641 0.382
H 0.129 0.666 3.605 0.238
H 2.119 -0.243 2.428 0.215
H 5.357 1.466 2.877 0.402
H 5.621 -0.241 1.156 0.217
H 3.922 -0.660 1.292 0.207
H 2.278 0.562 -0.041 0.210
H 1.790 2.314 -1.707 0.208
H 3.538 3.970 -2.335 0.213
H 5.771 3.880 -1.253 0.215
H 6.263 2.140 0.435 0.201
H 2.747 3.556 5.425 0.188

61
Properties=species:S:1:pos:R:3:nbo_charge:R:1 method="wB97M-V/def2-TZVPD" total_charge=+1 e_tot_ev=-59005.40468 spin_multiplicity=2 homo_energy_ev="-9.919 / -9.970" orbital_gap_ev="7.46 / 7.67" de_lowest_kj_mol=0.0 s2=0.75 fmax_ev_per_a=0.28
Ti -0.041 0.366 0.259 1.751
C -3.022 -0.150 0.050 -0.417
N -2.046 0.776 -0.550 -0.506
C -2.046 0.615 -2.024 -0.409
C -2.252 2.173 -0.177 0.053
C -3.491 2.705 0.118 -0.211
C -3.595 4.026 0.536 -0.231
C -2.443 4.783 0.667 -0.177
C -1.196 4.254 0.363 -0.268
C -1.078 2.941 -0.094 0.206
N 0.105 2.254 -0.383 -0.797
C 1.357 2.865 -0.495 0.120
C 1.606 4.172 -0.916 -0.243
C 2.908 4.641 -1.010 -0.177
C 3.987 3.819 -0.711 -0.228
C 3.753 2.501 -0.347 -0.226
C 2.454 2.041 -0.238 0.149
N 2.146 0.628 -0.010 -0.525
C 2.822 0.064 1.175 -0.414
C 2.558 -0.133 -1.224 -0.408
H -4.017 -0.020 -0.382 0.208
H -3.081 0.026 1.124 0.216
H -2.692 -1.170 -0.140 0.232
H -3.037 0.841 -2.425 0.208
H -1.777 -0.412 -2.272 0.226
H -1.318 1.298 -2.458 0.231
H -4.383 2.098 0.036 0.221
H -4.563 4.447 0.767 0.226
H -2.506 5.805 1.018 0.225
H -0.316 4.864 0.504 0.228
H 0.784 4.819 -1.188 0.227
H 3.079 5.659 -1.333 0.226
H 4.999 4.192 -0.781 0.227
H 4.589 1.839 -0.154 0.217
H 3.903 0.015 1.034 0.211
H 2.454 -0.951 1.338 0.218
H 2.605 0.681 2.046 0.220
H 3.624 0.009 -1.408 0.205
H 2.002 0.240 -2.085 0.224
H 2.339 -1.188 -1.086 0.233
N -0.596 -2.121 2.673 -0.789
C -0.583 -0.845 3.040 0.817
N -0.803 -0.505 4.312 -0.777
O -0.357 0.078 2.196 -0.780
H -0.784 -2.861 3.327 0.414
H -0.414 -2.340 1.692 0.458
H -0.983 -1.184 5.030 0.415
H -0.791 0.471 4.552 0.430
C -0.031 -1.671 -0.363 -0.630
C -0.017 -2.871 -0.598 -0.073
C -0.003 -4.282 -0.874 -0.079
C -1.111 -4.900 -1.456 -0.194
C -1.092 -6.260 -1.717 -0.203
C 0.029 -7.015 -1.400 -0.187
C 1.135 -6.408 -0.822 -0.205
C 1.122 -5.048 -0.559 -0.198
H -1.980 -4.305 -1.706 0.219
H -1.953 -6.732 -2.171 0.225
H 0.041 -8.077 -1.606 0.225
H 2.011 -6.994 -0.578 0.224
H 1.984 -4.567 -0.114 0.216

69
Properties=species:S:1:pos:R:3:nbo_charge:R:1 method="wB97M-V/def2-TZVPD" total_charge=-2 e_tot_ev=-204362.40355 spin_multiplicity=2 homo_energy_ev="0.079 / -2.627" orbital_gap_ev="3.85 / 6.56" de_lowest_kj_mol=168.1 s2=0.76 fmax_ev_per_a=2.88
Bi 2.697 0.567 -0.944 2.014
O 3.776 4.334 0.789 -1.064
As 4.203 3.359 -0.712 2.451
O 5.611 4.065 -1.095 -1.144
O 4.191 1.838 0.037 -1.247
C 2.633 3.894 -1.755 -0.415
C 1.731 4.808 -1.218 -0.176
C 0.608 5.185 -1.931 -0.222
C 0.375 4.672 -3.208 -0.218
C 1.280 3.786 -3.759 -0.213
C 2.406 3.413 -3.039 -0.250
S 3.419 2.107 -3.694 2.404
O 3.925 2.491 -4.991 -0.978
O 2.487 0.977 -3.742 -1.024
O 4.438 1.874 -2.662 -1.009
H 3.746 3.679 1.498 0.484
H 1.917 5.190 -0.224 0.255
H -0.108 5.864 -1.486 0.200
H -0.509 4.963 -3.759 0.199
H 1.126 3.343 -4.735 0.226
C -2.669 -5.600 -1.858 -0.595
C -3.279 -4.276 -1.372 -0.060
C -4.247 -4.588 -0.227 -0.602
C -4.094 -3.641 -2.511 -0.595
C -2.171 -3.314 -0.954 -0.115
C -1.225 -2.915 -1.885 -0.238
C -0.213 -2.043 -1.540 -0.161
Br 1.070 -1.610 -2.913 0.049
C -0.056 -1.472 -0.257 0.420
O 0.888 -0.646 0.050 -0.860
C -1.044 -1.898 0.699 -0.099
C -2.041 -2.785 0.330 -0.173
C -0.974 -1.350 2.124 -0.076
C -2.070 -1.908 3.040 -0.602
C 0.380 -1.722 2.748 -0.609
C -1.149 0.175 2.078 -0.608
H -3.459 -6.306 -2.126 0.185
H -2.057 -6.045 -1.072 0.210
H -2.038 -5.444 -2.732 0.208
H -5.034 -5.256 -0.586 0.192
H -4.719 -3.675 0.138 0.209
H -3.734 -5.079 0.600 0.208
H -4.920 -4.295 -2.804 0.184
H -3.471 -3.461 -3.385 0.208
H -4.505 -2.686 -2.181 0.211
H -1.254 -3.281 -2.903 0.203
H -2.761 -3.081 1.079 0.192
H -2.001 -2.995 3.130 0.195
H -3.064 -1.639 2.677 0.196
H -1.945 -1.475 4.035 0.204
H 0.454 -2.806 2.866 0.187
H 0.488 -1.250 3.727 0.195
H 1.198 -1.393 2.116 0.257
H -2.155 0.430 1.736 0.187
H -0.434 0.610 1.389 0.253
H -0.991 0.612 3.067 0.204
Cl 3.888 -1.209 0.369 -0.636
O 1.457 2.083 0.151 -0.744
N 1.421 2.220 1.507 -0.066
C 0.603 3.225 1.998 -0.073
C 0.457 3.406 3.338 -0.246
C 1.144 2.596 4.263 -0.391
C 2.002 1.600 3.721 -0.255
C 2.126 1.428 2.379 -0.055
H 0.097 3.804 1.243 0.210
H -0.206 4.189 3.687 0.197
H 1.034 2.726 5.330 0.188
H 2.565 0.953 4.378 0.204
H 2.756 0.673 1.941 0.233